Entry from the OMol25 dataset: C37H44Br2MnN4Si3 as an isolated structure at a distorted geometry (ωB97M-V/def2-TZVPD).

## Properties
LUMO (spin up / spin down), eV: -0.82 / -0.94
⟨S²⟩: 8.765
Multiplicity: 6
E_tot, eV: -240082.983
Charge: 0
Kohn-Sham gap (spin up / spin down), eV: 6.16 / 6.57
HOMO level (spin up / spin down), eV: -6.98 / -7.51

Positions of all 91 atoms, in Å:
Br1 6.9865 1.5520 -0.1428
Br2 2.7524 1.1822 6.8231
Mn1 0.3457 0.0930 0.4639
Si1 -2.8212 -0.0406 0.1553
Si2 -1.4036 2.7775 0.2757
Si3 -1.3767 1.0165 -2.3500
N1 1.0577 3.6913 -0.3879
N2 2.3816 0.8239 0.3339
N3 1.2432 0.3159 2.5588
N4 0.3094 -1.7715 0.8432
C1 -0.3969 -4.4108 2.4654
C2 -0.2375 3.9893 -0.6274
C3 2.1706 -2.6946 -2.8431
C4 3.1825 0.9954 1.4085
C5 -1.7754 -0.6440 -3.2249
C6 2.2633 -4.3477 -0.6914
C7 -1.1801 -5.4914 2.9348
C8 1.3599 -2.3340 -1.8023
C9 -0.7656 3.0036 2.0486
C10 2.4738 0.8298 2.7223
C11 -1.5119 -6.2331 0.6578
C12 0.3031 1.5841 -3.0851
C13 -3.0190 3.6891 0.3103
C14 1.3261 -3.2434 -0.7082
C15 -0.6007 4.9277 -1.5855
C16 2.9415 0.8293 -0.8829
C17 -1.6610 -6.4750 2.0220
C18 -2.5453 2.3982 -3.0677
C19 3.0753 -4.6763 -1.7858
C20 0.5153 0.0763 3.6257
C21 -0.2983 -4.1697 1.0651
C22 1.9263 4.4382 -1.0029
C23 0.3750 5.7230 -2.2566
C24 -0.8485 -5.0874 0.1917
C25 5.0556 1.2106 0.0449
C26 0.9374 0.3506 4.9215
C27 2.8584 -3.9555 -2.9231
C28 4.2721 0.9601 -1.0876
C29 -3.0841 0.0283 2.0692
C30 -1.4368 1.0405 -0.3936
C31 2.1648 0.9185 5.0408
C32 3.0168 1.1798 3.9350
C33 -2.5571 -1.9139 -0.1417
C34 0.4775 -2.9690 0.5164
C35 -4.5727 0.2681 -0.5239
C36 4.5443 1.2995 1.3249
C37 1.6776 5.4705 -1.8624
H1 -2.2438 -0.4485 -4.2029
H2 -0.8005 -1.1042 -3.5273
H3 -1.2491 -5.6966 3.9985
H4 -2.6459 -2.4575 0.8345
H5 -5.1185 -0.5737 -0.2037
H6 0.6802 -1.5116 -1.8204
H7 0.9783 2.0873 -2.4065
H8 -0.4242 -0.4288 3.3771
H9 3.9557 1.6241 4.0755
H10 0.1226 2.2731 -3.9375
H11 -4.9790 1.1175 -0.0109
H12 -2.8493 4.5594 0.9064
H13 -1.1324 2.2630 2.7501
H14 -3.4745 3.8553 -0.6951
H15 -2.2076 -7.3187 2.4578
H16 -2.7922 2.1154 -4.0690
H17 4.7022 0.9490 -2.1079
H18 0.2828 0.1694 5.8020
H19 -3.4533 2.4699 -2.5500
H20 2.2884 -2.1081 -3.7082
H21 -2.1029 3.3819 -3.0530
H22 3.6932 -5.5726 -1.7004
H23 -4.5483 0.2679 -1.6799
H24 -1.9790 -6.9262 -0.0591
H25 2.2287 0.6798 -1.7017
H26 2.1835 -4.9430 0.2144
H27 -3.0957 0.9969 2.6040
H28 -3.8269 3.1637 0.7863
H29 2.5385 5.8041 -2.3871
H30 5.1611 1.5768 2.2126
H31 -1.1351 3.9442 2.4663
H32 -1.6826 -2.2098 -0.7836
H33 -3.3679 -2.2323 -0.8316
H34 0.7686 0.7088 -3.5347
H35 -1.6366 5.0855 -1.7979
H36 -2.4023 -0.6571 2.6129
H37 3.3410 -4.1718 -3.8411
H38 0.0499 6.4592 -2.9924
H39 -4.0511 -0.4846 2.2480
H40 -0.8466 -4.9638 -0.8986
H41 0.1515 -3.7153 3.1114
H42 -2.3481 -1.4480 -2.6856
H43 0.3598 3.0459 2.1855
H44 3.0062 4.1695 -0.8390

Forces on atoms 1 to 3 (eV/Å):
-1.3 -0.3 0.0
0.3 0.3 -0.2
-0.4 0.7 0.2